[1]
12
Properties=species:S:1:pos:R:3 method="wB97M-V/def2-TZVPD" total_energy_ha=-248.4498 e_lumo_ev=-5.8 fmax_ev_per_a=4.5 charge=+1 orbital_gap_ev=9.29 mol_weight_g_mol=80.1
C -0.1872 0.0764 -0.4298
N 1.0261 -0.8714 1.3624
C -0.7897 1.0254 0.5826
H -0.9489 0.8419 -2.2100
C 0.8681 -0.7319 0.1322
H 0.0484 -0.8507 -2.3155
C -0.6219 0.6518 1.8042
H 1.7448 -1.2062 1.9638
H -0.6339 0.2788 2.7726
C -0.3723 0.0635 -1.7415
H 1.5564 -1.0827 -0.5097
H -1.2716 1.8478 0.2346

[2]
76
Properties=species:S:1:pos:R:3 method="wB97M-V/def2-TZVPD" total_energy_ha=-2940.6507 e_lumo_ev="-1.7 / -3.9" fmax_ev_per_a=0.4 charge=+1 s2=6.069 orbital_gap_ev="7.84 / 6.23" spin_multiplicity=5 mol_weight_g_mol=705.5
H 6.1803 0.3811 2.7260
H -4.5282 0.7101 4.7602
O 1.7807 1.2316 0.4138
H -0.2515 2.3927 -2.9620
H -6.2447 -2.2442 -0.3738
H -1.2163 -4.4979 1.6558
O 2.2952 0.7571 3.5726
C 3.9840 2.8867 -0.2159
C 2.1809 0.8897 2.4115
H 5.2477 3.7623 -1.7894
H 2.5059 -1.9762 -2.9866
C 6.4887 2.0511 0.9139
C 2.3407 4.0761 1.4363
H 3.1178 2.7777 -0.8561
N -0.9458 0.6761 -1.9982
H -1.4028 3.3562 2.7275
H -3.6020 -2.9349 -2.8755
C 5.2694 3.2302 -0.8479
H -2.5707 -5.6049 0.0247
C -5.3873 -1.5721 -0.3250
C 6.4288 2.8836 -0.2826
H -5.1438 -1.3874 0.7177
P -0.4649 -0.8179 -1.5621
H -4.7286 -1.5748 -2.9744
H 3.3617 -0.0998 0.8276
H 1.0211 1.2494 -2.5038
N 0.9731 1.2117 1.6231
H -2.2155 1.5718 -0.5386
H -2.0216 -4.8881 -1.4975
O 0.1698 -1.0349 -0.2202
H 1.3440 -3.2947 -2.7590
H -0.2210 -4.0110 0.2543
C -2.2321 1.2374 -1.5795
C 0.1732 -1.2592 -4.1371
C -1.0573 -3.7282 0.9004
O -1.8490 -1.6457 -1.6372
H 2.4886 5.1521 1.4514
C 1.6133 -2.2839 -2.4397
N -2.2873 -3.5465 0.1363
C -4.4818 -2.4856 -2.4215
O -2.6566 -1.0205 0.6912
H -0.6353 -0.5463 -4.2820
C 2.9819 0.8797 1.1226
H 4.4591 3.9894 1.5892
H -2.4454 2.0914 -2.2220
N -2.6189 1.2685 3.3395
C 4.0159 1.9647 1.0032
C 0.0847 1.7037 -2.1862
C -2.8061 0.0806 3.8940
H -3.7027 -4.6684 -0.9449
N -1.4948 1.2794 2.6100
H 7.4528 1.7583 1.3109
C -0.9132 2.4488 2.3898
C 0.3606 2.4868 1.8485
H -3.0303 0.5103 -1.7025
H -0.1410 -2.2355 -4.5156
H 0.2627 2.2605 -1.2644
H 0.3979 4.5770 1.8351
H 1.0375 -0.9261 -4.7138
S -1.6785 -1.2537 3.8348
H 1.8358 -2.2891 -1.3772
Rh -0.7054 -0.5592 1.7869
C -2.6659 -4.7352 -0.6248
C 3.6396 3.4171 1.1676
O 5.2944 0.6726 2.4808
H -0.7817 -2.8079 1.4230
H 7.3643 3.1729 -0.7422
H -5.6527 -0.6234 -0.7987
H -5.3119 -3.1877 -2.5156
N -4.2519 -2.1890 -1.0119
H -4.0710 -0.9253 5.1373
P -2.7681 -2.0679 -0.3642
N 0.5307 -1.3465 -2.7249
C 5.3668 1.5740 1.4626
N -3.9237 -0.0815 4.6149
C 1.0584 3.7305 1.6795

[3]
110
Properties=species:S:1:pos:R:3 method="wB97M-V/def2-TZVPD" total_energy_ha=-2816.8635 e_lumo_ev=3.9 fmax_ev_per_a=9.8 charge=-2 orbital_gap_ev=4.60 mol_weight_g_mol=727.8
H 0.0344 -2.5427 4.1594
O -3.9788 0.0931 -2.7005
C 2.6295 0.2075 -4.2898
C -1.9135 -1.8681 3.5344
C 4.6184 -0.4856 -3.0574
H 1.4417 2.2706 0.5313
O 5.3322 0.4466 -3.4661
O 1.3601 -1.2534 0.6848
H 0.6012 2.2429 5.7550
H 0.4552 2.5707 -0.9107
H -0.4257 -3.1970 2.5449
H -1.6066 0.9976 -1.4805
H 2.1698 0.1877 2.6851
C 4.9307 -1.5178 -1.9317
C 2.7320 -0.2331 3.5133
H 1.6560 0.1093 0.1364
C -2.7403 -4.2654 -0.6910
C -5.4486 -0.7484 -0.4045
H -0.6731 -4.4490 -1.2321
H -1.4626 -0.5195 -0.5710
H -2.9818 -2.5725 0.8945
O 0.7252 -2.4881 -1.1297
H 2.2117 0.9734 -3.7513
O -4.0178 -0.5254 -0.4567
O 3.9141 1.2998 0.4033
H -2.2322 0.2771 2.8393
H -1.5680 1.3140 6.9808
H 3.9321 -2.0749 -1.5341
H 3.5488 0.5449 -4.9571
C -0.3828 3.2499 0.6887
O -0.5901 1.9187 -2.8943
H -1.8264 -5.3223 -2.4117
C 2.8260 3.1575 -0.6467
H 0.7147 -0.9404 -4.1962
H -4.9524 -1.5938 1.7562
H 3.0792 -0.6414 2.0879
H 0.1921 2.8061 2.7052
C -3.4390 -0.0935 -1.6339
C 1.3692 -0.4547 -4.9755
H -1.2519 -0.3412 5.9891
C -2.3131 -3.3073 0.3901
H -1.5721 -6.1111 -0.7805
C 4.1468 2.4869 -0.2586
N 1.1357 -0.0284 -0.7617
C 2.2901 0.6830 4.6662
C -0.8366 -2.9274 3.6093
C -3.4017 1.1277 -5.8003
H -1.7613 -2.4747 -0.2191
H -1.5381 2.5156 2.5412
C -1.9719 3.6178 -2.1218
P 1.5614 -2.5667 0.0828
H 4.9102 -0.8293 2.7586
H -3.1920 0.4507 -6.5677
C -1.1010 0.8404 6.0736
C -1.6895 2.4431 -2.9976
O -0.9898 4.1771 0.0578
H 3.7949 -0.1245 3.3706
H -3.3116 2.0699 -6.5680
C 4.2314 -0.5009 1.9335
H -1.7563 -3.8168 1.1967
C 0.4178 1.2635 6.0447
H 5.2891 -2.4244 -2.3483
H -5.7540 -1.6628 -1.0529
C 0.4654 2.1761 0.0957
H -0.1133 1.3781 0.1189
C -1.5517 -0.6006 2.8484
H 5.5090 -0.8997 -1.2473
H -1.0536 3.9252 -1.5879
H -4.2897 1.1695 -5.4590
O 5.6137 1.4607 1.9984
H -0.7630 -0.0385 3.4308
H 4.7402 3.3094 0.2841
H -2.8152 3.3011 -1.3144
H 1.4344 -0.8829 -0.9414
H 2.0778 3.2733 0.1340
O -3.1062 -2.0106 4.0393
C -1.8936 -0.0736 -1.5155
H 2.2029 -1.1970 3.7598
H -0.7654 4.1668 2.5914
O 2.9781 1.6003 5.0679
H -6.1249 0.0816 -0.6442
O 1.1230 -3.8364 0.9462
O 3.2365 -0.5455 -3.3572
H -0.9347 -0.9837 1.8953
O 2.9325 -2.6602 -0.4346
H -6.7391 -1.3580 1.2705
O 0.9506 0.4516 4.9789
H 0.8330 0.1139 -5.7159
H -2.2829 4.3994 -2.6373
C -5.6896 -1.0406 1.1248
H 1.7144 -1.2031 -5.5695
H 4.4194 -1.1603 0.9997
H -2.5859 0.0665 -4.3254
H 0.9993 1.0882 6.8390
H 2.5468 2.6155 -1.5315
H -5.6799 -0.2128 1.8009
C -1.6302 -5.1199 -1.3798
H 0.1753 -0.2042 -0.4610
O -4.0725 -4.2975 -0.9834
C -0.6776 3.1140 2.2274
C 4.5998 0.8878 1.4836
H 1.2958 0.7175 -1.5040
C -2.4204 1.0338 -4.7512
O -2.6236 2.1047 -3.8486
H -1.4214 -0.5229 -2.4321
H -1.0978 -3.9601 4.1117
H -1.5024 1.2562 5.3125
H 4.7595 2.4915 -1.2259
H -1.5954 1.0622 -5.2681
H 3.2515 4.1226 -1.0396

[4]
69
Properties=species:S:1:pos:R:3 method="wB97M-V/def2-TZVPD" total_energy_ha=-8475.7968 e_lumo_ev="-3.5 / -5.0" fmax_ev_per_a=0.2 charge=+1 s2=8.781 orbital_gap_ev="4.90 / 6.04" spin_multiplicity=6 mol_weight_g_mol=737.4
C -5.3826 -0.8845 -2.0190
O 1.1473 -1.1817 -0.9554
H 6.0090 2.0562 3.6893
H 4.9972 0.8774 1.7549
N -1.7185 -1.7479 -1.5410
C -6.3344 -0.4029 -1.1198
C 2.9876 1.2311 4.9621
C -9.5147 -1.4464 -2.7326
C 1.0090 -0.6577 -3.2949
H -3.5942 3.9453 -2.1438
H -7.5098 -2.2508 -4.2933
H -0.0358 3.6441 2.7444
C -5.8244 -1.5483 -3.1647
C 2.5319 0.6051 3.8119
C -2.3505 -3.9434 -1.7025
H 2.8106 -1.0112 -2.1533
C 1.7861 -1.3901 -2.2246
H 1.5008 -0.7774 -4.2598
Br 2.7095 4.7704 2.4862
C -3.9346 -0.6757 -1.7668
N 3.2136 0.4760 2.6983
H 0.9663 0.4125 -3.0745
C -0.1825 2.1219 1.2451
Br 0.7727 -0.1322 3.8229
H 2.5257 -3.2394 1.3530
C -3.0796 -1.7971 -1.7068
H -0.2355 -3.2579 -1.4173
H 3.3420 3.0358 0.1612
H 0.9050 -3.3780 0.6703
H -1.2267 2.9391 -1.3285
H 2.9507 -1.1742 0.0468
C 4.4445 0.9954 2.6803
N -2.1870 1.0391 -1.3707
N 0.3889 1.4399 0.2496
H -1.1976 1.8432 1.5002
C 4.2626 1.7680 4.9233
H 2.3670 1.2919 5.8436
C 2.3420 2.7940 0.4899
N -10.6369 -1.5994 -2.9245
C 5.0093 1.6521 3.7586
H -2.2658 -5.0169 -1.7468
C 1.6270 1.7848 -0.1208
C -7.1742 -1.7385 -3.4020
C 1.7510 3.4587 1.5518
C -3.4584 0.6536 -1.7160
H 2.3323 -3.6019 -0.3600
C 1.9318 -1.5429 0.1998
H -5.0988 -1.9092 -3.8830
Co -0.7272 -0.1348 -0.6564
C -7.6874 -0.5800 -1.3487
C -1.6202 -1.0105 1.0285
C -1.2827 -3.0331 -1.5411
H -6.0053 0.1152 -0.2270
H 2.0632 1.2148 -0.9300
H -0.0064 -1.0425 -3.3814
C -3.3768 2.9092 -1.9439
H -8.4196 -0.2069 -0.6457
C -4.2178 1.8365 -2.0733
S -2.5355 -1.7975 1.9303
C -8.1103 -1.2536 -2.4917
H -4.5001 -3.5316 -1.9308
H 1.8373 -2.4615 -2.4339
H -5.2419 1.8347 -2.4063
C -2.1377 2.3920 -1.5185
H 1.5130 -0.9875 1.0375
H 4.6665 2.2689 5.7929
C 1.9192 -3.0296 0.4715
C -3.4878 -3.1887 -1.8002
C 0.4586 3.1340 1.9309

[5]
124
Properties=species:S:1:pos:R:3 method="wB97M-V/def2-TZVPD" smiles="CCCCN(CCCF)S(=O)(=O)F.COCCNCCOC.COCCNCCOC.COCCNCCOC.COCCNCCOC" total_energy_ha=-2850.0041 e_lumo_ev=0.3 fmax_ev_per_a=1.9 charge=0 orbital_gap_ev=8.81 mol_weight_g_mol=748.0
H 2.4002 -1.4051 -1.2255
H 5.1917 -1.5344 2.2095
O -9.2030 -0.9850 -5.0916
C -0.7230 4.0483 -5.1826
C 1.8187 -0.5567 -0.8540
H 1.8275 4.7646 -5.4881
C 1.8337 5.8618 -7.2992
H 2.1267 2.4171 -5.9132
H 2.2087 1.4830 2.6704
H 0.3524 0.8381 -1.4773
H 0.2061 -2.7344 -0.1855
H -2.6945 0.8375 -3.5032
C 1.2768 1.8321 -6.2715
C -8.8719 1.4737 -2.5110
H 1.8918 -2.8188 0.3944
H 6.2134 -3.7959 7.8274
C 3.3525 -1.0061 3.1677
C 6.8403 1.6341 2.6111
C 5.2481 2.6279 4.0950
H -7.7689 -1.3789 -2.9554
C -6.7275 0.7918 -1.6959
H 4.1245 1.1764 2.0949
S 2.2370 -3.5117 9.4835
O 2.3250 4.7521 -8.0410
H 2.6863 -1.2233 2.3289
H -5.0428 -0.1512 -2.6172
H 1.3221 1.3673 4.1960
C -2.0369 0.4879 -2.7018
O 3.0752 -2.7813 10.3272
C 4.7484 -0.6572 2.6914
C -5.8698 0.4929 -2.9216
H 4.4571 -2.4289 8.3029
H 1.0520 0.1509 2.9337
O 0.2332 1.7622 -5.3149
F 0.9414 -3.7900 10.2923
H -1.6630 3.6177 -5.5363
C 1.8028 0.7856 3.4103
C -7.1455 -1.3894 -3.8588
H 6.1101 -5.1107 6.7014
H -1.8478 -1.2296 -0.3507
H -0.5812 0.0257 -4.2105
H -0.4238 -2.9832 8.6421
H 1.4661 5.3884 -9.8243
H 0.9149 2.2348 -7.2203
H -9.1781 0.4532 -2.2682
H 5.1514 -5.1798 8.1893
H -10.2267 0.3125 -6.2661
H -0.5034 2.6028 -3.6504
H -8.7893 1.5919 -3.5948
H 5.3462 -0.4201 3.5813
C 4.3881 -3.8439 6.6383
H -0.0429 -2.2773 7.1008
O 2.8277 0.0134 4.0119
O -7.6685 1.8383 -1.8638
H -8.3835 -2.8194 -4.8305
C -8.0381 -1.7980 -5.0137
C 4.0112 -2.5027 7.3177
C -1.1152 -4.6948 6.5400
H 5.8745 1.8292 0.7268
C 1.6130 4.4805 -9.2327
C 1.1330 5.4192 -6.0302
H 4.5218 -1.7485 6.7217
C 0.0720 2.9248 -4.5206
H 7.8108 1.9271 2.2029
O 6.2932 2.8176 3.1600
H 2.5270 0.2193 -0.5506
H -1.6677 0.5459 -0.1889
C 6.0389 1.0339 1.4577
C -2.3522 -0.2648 -0.4501
N 0.0503 -0.9973 -2.5102
H 3.4170 -1.9131 3.7789
H 0.9393 6.2967 -5.4059
H -8.5363 0.7662 -6.0102
H -6.3686 -2.1482 -3.7239
H -7.4884 -1.8001 -5.9596
H 0.5312 -5.2008 7.8118
H -1.5667 1.3848 -2.2829
H -3.1791 -0.2605 0.2616
H -5.4276 1.4372 -3.2505
C 2.5329 -2.1430 7.2372
H -0.9692 -5.1800 5.5755
H 2.7057 6.4570 -7.0146
O 1.0782 -0.9055 0.3140
H 1.1861 6.4966 -7.9108
H -7.2180 -0.1038 -1.2954
H 6.6551 0.2746 0.9650
H 1.5475 0.4396 -2.7258
H -1.6672 -5.3985 7.1582
C 0.9350 -2.2999 0.5060
H -9.6511 2.1566 -2.1706
H 5.2444 3.4874 4.7657
H 7.0522 0.9053 3.4028
H -8.9475 -0.5747 -7.1133
H -1.5901 -1.3243 -3.7198
H 4.2742 2.6006 3.5990
O 2.6941 -4.7728 9.0549
C -1.0303 -0.4644 -3.3426
H -6.0474 1.1390 -0.9138
H 1.6152 0.8136 -6.4647
F -1.8687 -3.5473 6.3223
H 2.4619 -1.0600 7.1695
C -9.2141 -0.0780 -6.1760
H -7.2037 0.5482 -4.4457
H 4.7689 -3.6453 5.6406
C 0.9229 0.0170 -1.9329
N 1.6089 -2.5855 8.3073
H 5.3894 1.7244 4.6934
H 0.9756 -4.3810 6.3336
C 0.2841 -3.0163 7.8233
H 2.2068 3.7786 -9.8162
H 0.5707 -2.4609 1.5212
H 1.0412 3.2618 -4.1335
H 2.1607 -2.5029 6.2807
N -0.1319 4.7540 -6.3174
H 0.6397 4.0199 -9.0322
O -2.8996 -0.1057 -1.7450
N 4.7293 0.4479 1.7410
H -0.9825 4.7866 -4.4169
H 0.0069 4.0907 -7.0674
H 3.5214 -4.4968 6.6178
C 5.5267 -4.5276 7.4122
C 0.2557 -4.3857 7.1517
H -0.3591 -1.5440 -1.7650
N -6.5104 -0.1003 -4.0981

[6]
19
Properties=species:S:1:pos:R:3 method="wB97M-V/def2-TZVPD" total_energy_ha=-323.4302 e_lumo_ev="-3.9 / -7.8" fmax_ev_per_a=7.6 charge=+1 s2=2.010 orbital_gap_ev="6.74 / 7.02" spin_multiplicity=3 mol_weight_g_mol=102.2
H 0.1426 -0.5859 3.1706
C 0.5983 0.9480 1.7730
H 0.4317 -0.7611 0.5906
N 0.4609 0.2549 0.6855
H 1.2835 1.7483 -2.5508
H -0.5511 -0.5255 -1.5559
H -0.3569 1.8260 -3.0659
N 0.4555 0.9499 -0.4559
H -1.3138 -2.6123 0.1090
H 1.5697 0.3715 3.6210
H 0.5128 0.4832 -3.6383
H 0.9068 2.0187 1.7111
N -1.4285 -2.2468 -0.8500
C 0.0303 0.4545 -1.5583
C 0.3522 1.0969 -2.7533
H -2.3856 -1.9221 -0.7100
H 0.0370 1.1882 3.7220
C 0.6293 0.4271 3.1109
H -1.3747 -3.1135 -1.3554

[7]
14
Properties=species:S:1:pos:R:3 method="wB97M-V/def2-TZVPD" smiles="C=NC=O.C=CO" total_energy_ha=-361.7354 e_lumo_ev=0.5 fmax_ev_per_a=5.0 charge=0 orbital_gap_ev=9.26 mol_weight_g_mol=101.1
H -0.8758 -3.1444 0.0972
H -0.6545 -1.0595 -2.5093
O 1.0517 -2.1589 0.4176
H -1.4651 0.2964 -1.6844
H 0.3619 3.2447 0.4291
H 1.2569 0.1679 0.8491
C -0.0506 -2.2600 0.0255
C -0.9495 -0.7121 -1.5943
H -0.6497 0.1627 1.9685
C 0.5019 1.0717 0.7830
N -0.6872 -1.1069 -0.4583
H 1.8835 2.2806 -0.2404
O -0.6090 0.9445 1.5525
C 0.8854 2.2733 0.3640

Please write out number 2 again, unchanged.
76
Properties=species:S:1:pos:R:3 method="wB97M-V/def2-TZVPD" total_energy_ha=-2940.6507 e_lumo_ev="-1.7 / -3.9" fmax_ev_per_a=0.4 charge=+1 s2=6.069 orbital_gap_ev="7.84 / 6.23" spin_multiplicity=5 mol_weight_g_mol=705.5
H 6.1803 0.3811 2.7260
H -4.5282 0.7101 4.7602
O 1.7807 1.2316 0.4138
H -0.2515 2.3927 -2.9620
H -6.2447 -2.2442 -0.3738
H -1.2163 -4.4979 1.6558
O 2.2952 0.7571 3.5726
C 3.9840 2.8867 -0.2159
C 2.1809 0.8897 2.4115
H 5.2477 3.7623 -1.7894
H 2.5059 -1.9762 -2.9866
C 6.4887 2.0511 0.9139
C 2.3407 4.0761 1.4363
H 3.1178 2.7777 -0.8561
N -0.9458 0.6761 -1.9982
H -1.4028 3.3562 2.7275
H -3.6020 -2.9349 -2.8755
C 5.2694 3.2302 -0.8479
H -2.5707 -5.6049 0.0247
C -5.3873 -1.5721 -0.3250
C 6.4288 2.8836 -0.2826
H -5.1438 -1.3874 0.7177
P -0.4649 -0.8179 -1.5621
H -4.7286 -1.5748 -2.9744
H 3.3617 -0.0998 0.8276
H 1.0211 1.2494 -2.5038
N 0.9731 1.2117 1.6231
H -2.2155 1.5718 -0.5386
H -2.0216 -4.8881 -1.4975
O 0.1698 -1.0349 -0.2202
H 1.3440 -3.2947 -2.7590
H -0.2210 -4.0110 0.2543
C -2.2321 1.2374 -1.5795
C 0.1732 -1.2592 -4.1371
C -1.0573 -3.7282 0.9004
O -1.8490 -1.6457 -1.6372
H 2.4886 5.1521 1.4514
C 1.6133 -2.2839 -2.4397
N -2.2873 -3.5465 0.1363
C -4.4818 -2.4856 -2.4215
O -2.6566 -1.0205 0.6912
H -0.6353 -0.5463 -4.2820
C 2.9819 0.8797 1.1226
H 4.4591 3.9894 1.5892
H -2.4454 2.0914 -2.2220
N -2.6189 1.2685 3.3395
C 4.0159 1.9647 1.0032
C 0.0847 1.7037 -2.1862
C -2.8061 0.0806 3.8940
H -3.7027 -4.6684 -0.9449
N -1.4948 1.2794 2.6100
H 7.4528 1.7583 1.3109
C -0.9132 2.4488 2.3898
C 0.3606 2.4868 1.8485
H -3.0303 0.5103 -1.7025
H -0.1410 -2.2355 -4.5156
H 0.2627 2.2605 -1.2644
H 0.3979 4.5770 1.8351
H 1.0375 -0.9261 -4.7138
S -1.6785 -1.2537 3.8348
H 1.8358 -2.2891 -1.3772
Rh -0.7054 -0.5592 1.7869
C -2.6659 -4.7352 -0.6248
C 3.6396 3.4171 1.1676
O 5.2944 0.6726 2.4808
H -0.7817 -2.8079 1.4230
H 7.3643 3.1729 -0.7422
H -5.6527 -0.6234 -0.7987
H -5.3119 -3.1877 -2.5156
N -4.2519 -2.1890 -1.0119
H -4.0710 -0.9253 5.1373
P -2.7681 -2.0679 -0.3642
N 0.5307 -1.3465 -2.7249
C 5.3668 1.5740 1.4626
N -3.9237 -0.0815 4.6149
C 1.0584 3.7305 1.6795